Computed, not measured: a single ClH4NSi molecule in a non-equilibrium geometry, with the ωB97M-V functional and the def2-TZVPD basis.

Structure (XYZ):
```
7
Properties=species:S:1:pos:R:3
Cl -2.2750 -0.0352 0.1706
Si -0.2919 -0.6505 -0.0455
N 0.8568 0.6370 0.0941
H 0.2605 -1.2567 1.2548
H -0.3082 -1.2310 -1.4934
H 1.1172 1.0990 -0.7746
H 0.6408 1.4375 0.7940
```

Summary:
Calculated total energy in eV: -21956.4194
Energy above the lowest of the compared OMol25 structures with the same formula, charge and spin in kJ/mol: 39.1
SMILES: N[SiH2]Cl
HOMO energy in eV: -10.16
Max |F| in eV Å⁻¹: 2.60
HOMO-LUMO gap in eV: 11.002
LUMO level in Eh: 0.031


Computed, not measured: a molecular structure, ClH6O4V in a non-equilibrium geometry, with the ωB97M-V functional and the def2-TZVPD basis.

Structure (XYZ):
```
12
Properties=species:S:1:pos:R:3
V 8.9254 -17.6615 5.7328
Cl 6.5787 -17.6396 5.8839
O 4.2008 -17.6076 3.3310
O 4.9470 -16.3693 8.6401
O 4.0449 -19.6451 7.7783
O 10.4385 -17.6065 5.5261
H 5.0045 -17.5220 3.8477
H 3.8549 -20.3972 7.2101
H 5.3941 -16.6058 7.8259
H 4.2184 -15.8002 8.3744
H 4.7468 -19.1612 7.3377
H 3.8773 -18.4972 3.4992
```

Summary:
Calculated total energy in eV: -46486.7159
Energy above the lowest of the compared OMol25 structures with the same formula, charge and spin in kJ/mol: 0.0
HOMO energy (spin up / spin down) in eV: -14.08 / -14.08
2S+1: 2
Max |F| in eV Å⁻¹: 2.29
Total charge: +1
HOMO-LUMO gap (spin up / spin down) in eV: 3.906 / 4.435
LUMO level (spin up / spin down) in Eh: -0.374 / -0.355


Computed, not measured: a molecular structure, ClH8NaO4, with the ωB97M-V functional and the def2-TZVPD basis.

Structure (XYZ):
```
14
Properties=species:S:1:pos:R:3
Cl -17.0188 -5.9869 -18.9886
Na -15.8559 -4.9696 -22.6896
O -14.7100 -4.8058 -14.8992
O -18.1420 -6.8986 -14.7538
O -14.6916 -10.3716 -19.2318
O -14.4937 -1.9641 -18.0852
H -14.0386 -5.2211 -15.4405
H -15.5369 -5.1516 -15.2351
H -13.8103 -1.9540 -18.7553
H -18.3486 -6.6956 -15.6661
H -15.0801 -9.6241 -18.7774
H -14.8479 -2.8528 -18.1171
H -18.5548 -7.7479 -14.5975
H -15.3486 -10.6268 -19.8794
```

Summary:
Calculated total energy in eV: -25258.1529
Energy above the lowest of the compared OMol25 structures with the same formula, charge and spin in kJ/mol: 295.4
HOMO energy in eV: -7.91
Max |F| in eV Å⁻¹: 0.94
HOMO-LUMO gap in eV: 5.213
LUMO level in Eh: -0.099


Computed, not measured: 5 unconnected molecules or ions with the total composition ClH8O8, with the ωB97M-V functional and the def2-TZVPD basis.

Structure (XYZ):
```
17
Properties=species:S:1:pos:R:3
Cl -5.7912 -17.5342 -13.7595
O -6.8352 -16.5552 -13.9681
O -6.3600 -18.7639 -13.2428
O -7.0177 -17.4701 -17.7788
O -3.3949 -19.8331 -12.9970
O -4.8372 -17.0143 -12.7886
O -5.1221 -17.7993 -15.0106
O -1.9017 -16.7136 -13.6784
O -8.3932 -18.7246 -10.7131
H -8.6153 -18.8127 -9.7833
H -2.5176 -16.1490 -13.1998
H -4.2281 -19.7840 -12.5156
H -7.2980 -16.6538 -17.3547
H -3.2874 -18.9207 -13.2982
H -6.2896 -17.7610 -17.2129
H -7.4758 -18.4341 -10.7453
H -1.3860 -17.1583 -13.0005
```

Summary:
Calculated total energy in eV: -29027.4931
Energy above the lowest of the compared OMol25 structures with the same formula, charge and spin in kJ/mol: 0.0
HOMO energy in eV: -6.41
Max |F| in eV Å⁻¹: 0.53
Total charge: -1
HOMO-LUMO gap in eV: 9.738
LUMO level in Eh: 0.122


Computed, not measured: a single ClHNO2P molecule in a non-equilibrium geometry, with the ωB97M-V functional and the def2-TZVPD basis.

Structure (XYZ):
```
6
Properties=species:S:1:pos:R:3
Cl -2.7058 -0.9851 -0.1275
P -0.5528 0.0500 -0.4571
O 0.2277 2.2719 -0.2947
O -1.8222 2.2007 0.6327
N -0.8498 1.7677 0.0551
H -0.2077 -0.1543 0.7638
```

Summary:
Calculated total energy in eV: -27408.7795
Energy above the lowest of the compared OMol25 structures with the same formula, charge and spin in kJ/mol: 157.7
SMILES: O=[N+]([O-])PCl
HOMO energy in eV: -11.08
Max |F| in eV Å⁻¹: 4.92
HOMO-LUMO gap in eV: 9.898
LUMO level in Eh: -0.044


Computed, not measured: 2 unconnected molecules or ions with the total composition ClHOS in a non-equilibrium geometry, with the ωB97M-V functional and the def2-TZVPD basis.

Structure (XYZ):
```
4
Properties=species:S:1:pos:R:3
Cl -1.9846 -0.3433 -0.2081
S 1.7142 0.2647 0.1443
O -0.8947 -1.4115 0.0137
H 1.1650 1.4900 0.0500
```

Summary:
Calculated total energy in eV: -25414.9869
Energy above the lowest of the compared OMol25 structures with the same formula, charge and spin in kJ/mol: 434.6
HOMO energy (spin up / spin down) in eV: -8.89 / -8.88
Max |F| in eV Å⁻¹: 2.01
HOMO-LUMO gap (spin up / spin down) in eV: 4.780 / 4.745
LUMO level (spin up / spin down) in Eh: -0.151 / -0.152


Computed, not measured: a molecular structure, ClHf, with the ωB97M-V functional and the def2-TZVPD basis.

Structure (XYZ):
```
2
Properties=species:S:1:pos:R:3
Hf 2.4241 18.0802 -29.4929
Cl 0.5769 20.9548 -26.2951
```

Summary:
Calculated total energy in eV: -13778.2350
Energy above the lowest of the compared OMol25 structures with the same formula, charge and spin in kJ/mol: 555.0
HOMO energy in eV: -24.52
Max |F| in eV Å⁻¹: 0.90
Total charge: +3
HOMO-LUMO gap in eV: 3.401
LUMO level in Eh: -0.776


Computed, not measured: a molecular structure, ClHg4O16S3 in a non-equilibrium geometry, with the ωB97M-V functional and the def2-TZVPD basis.

Structure (XYZ):
```
24
Properties=species:S:1:pos:R:3
Hg 5.3496 3.5703 3.2131
Hg -2.0149 2.2169 0.2982
Hg 2.1998 -2.5744 3.2025
Hg 2.6376 0.0926 -3.4030
Cl -0.4239 -3.2860 -1.3137
S 2.1846 1.5524 1.0193
S -2.1974 -1.0066 3.8676
S -1.1826 2.1518 -4.1634
O -2.2471 1.5455 -4.9008
O 2.6442 0.3629 1.6933
O -2.8086 0.1189 3.1897
O 1.9059 1.2919 -0.3938
O 0.0676 1.4727 -4.5321
O 3.0169 2.7276 1.0712
O -0.7786 -1.1367 3.6618
O -0.5804 -4.1907 -2.3272
O -1.0385 3.4883 -4.6864
O -1.5307 -2.3770 -1.2275
O -0.2274 -3.9363 -0.0964
O -1.5039 2.0489 -2.7712
O 0.7937 1.8385 1.4682
O 0.8926 -2.7394 -1.6362
O -2.2321 -1.0915 5.2680
O -2.9262 -2.1407 3.4989
```

Summary:
Calculated total energy in eV: -94447.2415
Energy above the lowest of the compared OMol25 structures with the same formula, charge and spin in kJ/mol: 1549.0
HOMO energy in eV: -11.76
Max |F| in eV Å⁻¹: 5.21
Total charge: +1
HOMO-LUMO gap in eV: 1.964
LUMO level in Eh: -0.360


Computed, not measured: a molecular structure, ClLi3 in a non-equilibrium geometry, with the ωB97M-V functional and the def2-TZVPD basis.

Structure (XYZ):
```
4
Properties=species:S:1:pos:R:3
Cl -0.0420 -0.3631 0.7031
Li -0.3761 -2.0785 -0.8837
Li 1.6099 0.7655 -0.6148
Li -1.1917 1.6761 0.7954
```

Summary:
Calculated total energy in eV: -13124.4187
Energy above the lowest of the compared OMol25 structures with the same formula, charge and spin in kJ/mol: 52.8
HOMO energy in eV: -20.43
Max |F| in eV Å⁻¹: 1.09
Total charge: +2
HOMO-LUMO gap in eV: 11.585
LUMO level in Eh: -0.325


Computed, not measured: a molecular structure, ClN2O10Tl in a non-equilibrium geometry, with the ωB97M-V functional and the def2-TZVPD basis.

Structure (XYZ):
```
14
Properties=species:S:1:pos:R:3
Tl 3.3738 0.0652 -0.8582
Cl -0.2471 -0.8941 1.9576
O 0.6063 -0.9819 -1.7682
O 1.0002 1.6260 -0.6129
O 0.8212 -0.6493 1.1056
O -1.2839 -1.9232 -1.8008
O 0.0512 2.6633 0.9407
O -0.8574 0.2917 2.5187
O -1.1725 -1.8022 1.4175
O 0.5031 -1.6949 3.0099
O -1.1062 2.1823 -0.7725
O -1.0911 -0.0774 -2.7909
N -0.5698 -0.9741 -2.1437
N -0.0278 2.1686 -0.2026
```

Summary:
Calculated total energy in eV: -40647.9181
Energy above the lowest of the compared OMol25 structures with the same formula, charge and spin in kJ/mol: 43.3
HOMO energy in eV: -9.74
Max |F| in eV Å⁻¹: 6.36
HOMO-LUMO gap in eV: 3.307
LUMO level in Eh: -0.236


Computed, not measured: a gas-phase ion, ClN2O2 (charge -1) in a non-equilibrium geometry, with the ωB97M-V functional and the def2-TZVPD basis.

Structure (XYZ):
```
5
Properties=species:S:1:pos:R:3
Cl -1.9993 0.0059 0.0286
O 0.3402 1.3178 -0.0101
O 1.6349 -0.5224 0.0462
N -0.4892 -0.8052 -0.0577
N 0.5135 0.0039 -0.0069
```

Summary:
Calculated total energy in eV: -19595.0199
Energy above the lowest of the compared OMol25 structures with the same formula, charge and spin in kJ/mol: 0.0
SMILES: [O-][N+]([O-])=NCl
HOMO energy in eV: -4.25
Max |F| in eV Å⁻¹: 3.40
Total charge: -1
HOMO-LUMO gap in eV: 8.430
LUMO level in Eh: 0.154


Computed, not measured: a molecular structure, ClN2O5S in a non-equilibrium geometry, with the ωB97M-V functional and the def2-TZVPD basis.

Structure (XYZ):
```
9
Properties=species:S:1:pos:R:3
Cl 2.2719 0.7783 -0.4604
S -0.6289 0.9491 -0.1299
O -0.1705 2.2798 0.1657
O 0.6210 -1.7229 -0.7620
O -1.7691 0.4727 0.6740
O -0.5433 0.4926 -1.5198
O -0.5283 -1.8550 1.0799
N 0.5373 -0.1126 0.7035
N 0.2098 -1.2821 0.2490
```

Summary:
Calculated total energy in eV: -36569.5433
HOMO energy (spin up / spin down) in eV: -5.72 / -6.10
2S+1: 3
Max |F| in eV Å⁻¹: 4.70
Total charge: -1
HOMO-LUMO gap (spin up / spin down) in eV: 9.306 / 5.636
LUMO level (spin up / spin down) in Eh: 0.132 / -0.017


Computed, not measured: 2 unconnected molecules or ions with the total composition ClN3O2 in a non-equilibrium geometry, with the ωB97M-V functional and the def2-TZVPD basis.

Structure (XYZ):
```
6
Properties=species:S:1:pos:R:3
Cl 2.7738 -1.1820 -0.2035
O -2.2247 -0.7248 0.4947
O 1.4953 0.8475 0.1583
N 1.3542 -0.2843 0.2654
N -1.5613 1.1241 -0.6590
N -1.8373 0.2195 -0.0558
```

Summary:
Calculated total energy in eV: -21083.1815
Energy above the lowest of the compared OMol25 structures with the same formula, charge and spin in kJ/mol: 12.0
SMILES: N#[N+][O-].O=NCl
HOMO energy in eV: -10.80
Max |F| in eV Å⁻¹: 2.57
HOMO-LUMO gap in eV: 9.917
LUMO level in Eh: -0.032


Computed, not measured: 2 unconnected molecules or ions with the total composition ClNO2S in a non-equilibrium geometry, with the ωB97M-V functional and the def2-TZVPD basis.

Structure (XYZ):
```
5
Properties=species:S:1:pos:R:3
Cl 2.8637 -0.1543 1.1036
S -0.2314 -1.1781 -1.2136
O -1.1378 1.1316 -0.7397
O -0.7419 -0.0183 1.0211
N -0.7526 0.2192 -0.1714
```

Summary:
Calculated total energy in eV: -28936.2243
Energy above the lowest of the compared OMol25 structures with the same formula, charge and spin in kJ/mol: 309.9
HOMO energy (spin up / spin down) in eV: -10.70 / -11.12
Max |F| in eV Å⁻¹: 5.58
HOMO-LUMO gap (spin up / spin down) in eV: 7.496 / 7.031
LUMO level (spin up / spin down) in Eh: -0.118 / -0.150


Computed, not measured: 2 unconnected molecules or ions with the total composition ClNO4S in a non-equilibrium geometry, with the ωB97M-V functional and the def2-TZVPD basis.

Structure (XYZ):
```
7
Properties=species:S:1:pos:R:3
Cl -2.2799 1.1037 -0.2833
S -1.0270 -0.5803 0.0074
O -1.2403 -1.0734 1.3350
O -1.1706 -1.4698 -1.1071
O 0.9240 1.7536 0.0763
O 2.0246 -0.1266 -0.1872
N 1.1328 0.6121 -0.0443
```

Summary:
Calculated total energy in eV: -33032.6351
Energy above the lowest of the compared OMol25 structures with the same formula, charge and spin in kJ/mol: 107.5
HOMO energy (spin up / spin down) in eV: -10.80 / -10.59
Max |F| in eV Å⁻¹: 2.23
HOMO-LUMO gap (spin up / spin down) in eV: 7.781 / 8.225
LUMO level (spin up / spin down) in Eh: -0.111 / -0.087


Computed, not measured: a molecular structure, ClNO7Rb2 in a non-equilibrium geometry, with the ωB97M-V functional and the def2-TZVPD basis.

Structure (XYZ):
```
11
Properties=species:S:1:pos:R:3
Rb 17.4152 24.6530 -6.9437
Rb 21.4863 23.8455 -11.2460
Cl 16.4541 24.3649 -10.8118
O 17.5467 25.3027 -10.6971
O 21.3773 22.9639 -8.6130
O 16.4733 23.7727 -12.1453
O 15.2248 25.0822 -10.5596
O 19.2513 23.2652 -8.6978
O 16.6028 23.3229 -9.8463
O 20.1168 22.5541 -6.8747
N 20.2577 22.8901 -8.0409
```

Summary:
Calculated total energy in eV: -29646.3433
Energy above the lowest of the compared OMol25 structures with the same formula, charge and spin in kJ/mol: 0.0
HOMO energy in eV: -8.81
Max |F| in eV Å⁻¹: 1.76
HOMO-LUMO gap in eV: 7.957
LUMO level in Eh: -0.031


Computed, not measured: a molecular structure, ClNa4O4 in a non-equilibrium geometry, with the ωB97M-V functional and the def2-TZVPD basis.

Structure (XYZ):
```
9
Properties=species:S:1:pos:R:3
Cl -0.0624 0.1718 0.1751
Na -3.7749 0.4551 -1.6236
Na 0.4278 -1.6086 -2.5651
Na 2.9538 -1.0577 -0.2127
Na 0.6854 1.1648 3.7518
O 0.3023 -1.1922 0.0667
O 0.4443 0.8444 -0.9972
O 0.4807 0.9058 1.1456
O -1.4572 0.3168 0.2595
```

Summary:
Calculated total energy in eV: -38356.9521
HOMO energy (spin up / spin down) in eV: -9.93 / -16.76
2S+1: 2
Max |F| in eV Å⁻¹: 10.43
Total charge: +2
HOMO-LUMO gap (spin up / spin down) in eV: 3.100 / 9.864
LUMO level (spin up / spin down) in Eh: -0.251 / -0.253


Computed, not measured: a molecular structure, ClO8V4 in a non-equilibrium geometry, with the ωB97M-V functional and the def2-TZVPD basis.

Structure (XYZ):
```
13
Properties=species:S:1:pos:R:3
V -2.6021 -0.7931 0.3818
V 1.6062 -3.1624 -1.1246
V 2.1274 0.7726 1.8691
V -0.4594 3.8632 -1.8153
Cl -0.1449 0.0381 0.6809
O 3.3412 0.8635 0.9774
O 2.7368 0.1511 3.1700
O 1.0135 -1.7565 -1.2876
O 0.5731 -4.3285 -1.6829
O -0.7696 4.8376 -0.6667
O -0.7722 2.4268 -1.0160
O -3.6301 -1.2061 1.4411
O -3.0198 -1.7063 -0.9272
```

Summary:
Calculated total energy in eV: -131613.6339
HOMO energy in eV: -20.78
Max |F| in eV Å⁻¹: 5.99
Total charge: +3
HOMO-LUMO gap in eV: 7.115
LUMO level in Eh: -0.502


Computed, not measured: a molecular structure, CoH8NbO3P2 in a non-equilibrium geometry, with the ωB97M-V functional and the def2-TZVPD basis.

Structure (XYZ):
```
15
Properties=species:S:1:pos:R:3
Nb -1.8559 0.0066 -0.0970
Co 0.9497 -0.4503 2.6297
P 1.9301 0.1417 -0.0851
P 0.2190 1.1138 0.8837
O 1.7126 0.3357 -1.8019
O 2.0891 -1.5050 0.4581
O 3.2713 0.9515 0.2909
H -1.6679 -1.4765 0.9477
H -3.3503 -0.7366 -0.8728
H 1.0748 -0.3338 -2.1910
H -2.0768 1.4682 -1.1536
H 1.1970 -1.9058 0.7212
H -2.9573 0.7496 1.1379
H 0.3340 2.5086 0.4928
H -0.8694 -0.8677 -1.3607
```

Summary:
Calculated total energy in eV: -64008.4715
HOMO energy (spin up / spin down) in eV: -14.04 / -13.73
2S+1: 4
Max |F| in eV Å⁻¹: 7.36
Total charge: +1
HOMO-LUMO gap (spin up / spin down) in eV: 6.925 / 4.903
LUMO level (spin up / spin down) in Eh: -0.262 / -0.324